# 1
The following is a quantum chemistry calculation of a molecular structure, C14H21B2BeF8N7, from OMol25.

Geometry as XYZ:
```
53
Properties=species:S:1:pos:R:3
F 11.10 28.98 18.03
F 11.27 33.16 14.87
F 9.65 31.50 15.12
F 11.53 27.01 17.03
F 11.74 30.92 14.34
F 12.20 28.86 16.03
F 9.94 28.45 16.15
F 11.44 31.56 16.43
N 14.66 30.58 16.50
N 16.52 29.72 14.23
N 14.61 27.86 12.12
N 14.92 27.59 15.55
N 13.43 30.76 11.50
N 11.47 28.35 12.99
N 14.38 32.25 14.03
C 13.26 31.42 10.55
C 8.87 27.91 12.82
C 13.05 32.37 9.43
C 18.42 31.00 15.58
C 10.34 28.15 12.92
C 17.38 30.27 14.80
C 13.57 34.74 14.53
C 14.33 30.31 17.57
C 13.89 29.93 18.96
C 14.62 27.73 10.96
C 15.19 26.86 16.42
C 14.82 27.43 9.55
C 14.04 33.34 14.29
C 15.56 25.95 17.53
B 11.03 31.80 15.17
B 11.19 28.31 16.80
Be 13.63 29.44 14.08
H 18.12 30.92 16.62
H 15.52 24.94 17.13
H 13.64 33.29 9.50
H 11.98 32.54 9.53
H 14.45 26.42 9.36
H 19.39 30.52 15.43
H 12.96 30.46 19.18
H 16.57 26.24 17.82
H 8.33 28.50 13.56
H 13.00 35.11 13.67
H 8.72 26.84 12.94
H 15.89 27.35 9.37
H 18.42 32.04 15.23
H 13.35 31.81 8.54
H 14.25 28.13 8.93
H 14.42 35.41 14.59
H 14.65 30.14 19.71
H 13.53 28.90 18.93
H 14.92 26.08 18.40
H 12.95 34.72 15.43
H 8.47 28.27 11.87
```

The value obtained for the LUMO energy is -1.595 eV. Its total energy is -1793.02581 a.u. Its charge is 0. The energy above the lowest of the compared OMol25 structures with the same formula, charge and spin is 0.0 kJ/mol. For the molar mass, the calculation gives 470.0 Da.

***

# 2
The following is a quantum chemistry calculation of a molecular structure, C14H21BF16NO8P, from OMol25.

Geometry as XYZ:
```
62
Properties=species:S:1:pos:R:3
P -1.16 -3.60 -1.99
F -1.17 3.30 -0.62
F -0.03 -4.87 3.73
F -2.36 5.40 -1.80
F 0.91 -2.91 3.86
F -0.60 1.42 3.14
F 0.33 -0.29 4.13
F -0.27 -3.70 6.18
F -2.20 -0.74 2.96
F -0.26 7.07 -0.95
F -1.50 7.66 0.75
F 0.19 4.89 -2.57
F -2.84 7.52 -1.57
F -1.41 -2.06 5.29
F 0.43 2.73 -2.77
F -1.34 -0.07 1.06
F 0.76 2.55 -0.01
O -1.99 -0.96 -3.60
O -0.63 -3.65 -3.36
O -2.23 -4.73 -1.68
O -1.95 -2.29 -1.62
O -0.06 -3.86 -0.87
O -1.02 -3.18 2.74
O 3.67 -1.91 -0.80
O 0.38 4.70 0.21
N -0.78 -0.12 -1.59
C 1.11 -3.02 -0.93
C -1.22 6.64 -0.12
C -0.03 0.20 2.93
C 0.14 3.61 -0.59
C 2.13 -3.43 -1.99
C 0.72 3.81 -1.99
C -2.52 6.39 -0.90
C -0.63 -2.13 1.87
C -0.28 -3.54 3.83
C -1.06 -3.35 5.13
C 3.45 -0.75 -1.58
C -0.68 5.49 0.75
C -1.06 -0.70 2.24
C 3.55 -3.13 -1.50
B -1.58 -1.10 -2.31
H 2.06 -4.48 -2.27
H -0.22 5.98 1.61
H -1.15 -2.34 0.95
H -1.48 4.87 1.15
H 1.59 -3.09 0.04
H 4.37 -0.19 -1.73
H -1.80 -5.59 -1.80
H 2.77 -0.10 -1.03
H -3.34 6.14 -0.22
H 0.85 0.33 2.31
H -1.26 -0.59 -4.13
H 4.26 -3.22 -2.33
H 3.83 -3.91 -0.79
H 3.03 -0.97 -2.56
H -0.16 0.39 -2.19
H -1.96 -3.97 5.13
H 0.44 -2.18 1.64
H -1.34 0.51 -1.03
H 1.95 -2.84 -2.89
H 0.86 -1.97 -1.06
H 1.81 3.93 -1.94
```

The value obtained for the LUMO energy is 0.212 eV. Its total energy is -3167.04354 a.u. Its charge is 0. For the molar mass, the calculation gives 677.1 Da.

***

# 3
The following is a quantum chemistry calculation of a molecular structure, C14H21BF4N4ORuSi, from OMol25.

Geometry as XYZ:
```
47
Properties=species:S:1:pos:R:3
Ru 0.97 -0.81 -0.61
Si -1.82 0.66 0.83
F 5.10 -2.42 -0.52
F 5.29 -0.44 -1.68
F 5.17 -0.43 0.63
F 3.30 -0.97 -0.62
O 1.63 -2.61 -0.68
N -0.37 -3.33 1.29
N -0.60 -2.06 -0.71
N 1.53 1.49 -0.51
N -0.67 0.74 -0.53
C -0.22 3.11 -0.20
C -1.09 -3.06 0.11
C -1.26 -1.86 -1.94
C 0.22 1.77 -0.38
C -2.15 -3.83 -0.23
C -2.84 -3.61 -1.47
C -2.45 -1.05 1.03
C -3.33 1.74 0.47
C -1.02 1.24 2.43
C 0.70 4.11 -0.07
C 3.88 2.18 -0.52
C 2.05 3.80 -0.15
C 2.42 2.49 -0.38
C -2.34 -2.60 -2.31
B 4.78 -1.07 -0.54
H 2.82 4.55 -0.06
H -3.75 1.47 -0.50
H -3.69 -4.21 -1.75
H -0.95 -3.31 2.11
H 4.05 1.15 -0.78
H -0.84 -1.08 -2.57
H -2.47 -4.60 0.46
H 0.37 5.14 0.08
H -1.72 1.12 3.26
H -0.72 2.29 2.39
H -3.11 2.81 0.46
H -1.58 -1.63 1.27
H -1.28 3.31 -0.18
H 0.42 -2.71 1.39
H -3.18 -1.15 1.84
H -4.10 1.58 1.23
H -2.93 -1.37 0.10
H 4.41 2.39 0.42
H -2.81 -2.40 -3.27
H -0.12 0.65 2.66
H 4.32 2.80 -1.30
```

The value obtained for the LUMO energy (alpha / beta) is 2.765 / 1.300 eV. Its total energy is -1649.19639 a.u. As for the multiplicity: 6. Its charge is -1. The energy above the lowest of the compared OMol25 structures with the same formula, charge and spin is 67.3 kJ/mol. For the molar mass, the calculation gives 477.3 Da.

***

# 4
The following is a quantum chemistry calculation of 2 unconnected molecules or ions with the total composition C14H21BO8, from OMol25.

Geometry as XYZ:
```
44
Properties=species:S:1:pos:R:3
O 2.46 1.16 -0.63
O -1.00 8.49 -0.33
O -1.17 0.30 1.66
O 2.74 -2.60 -1.24
O 0.69 7.23 0.46
O -1.21 6.26 -0.15
O 0.78 1.13 0.88
O 4.11 -1.94 0.63
C 0.72 -1.18 1.18
C -0.93 -3.12 -0.81
C -1.05 -3.22 -3.34
C -0.55 7.43 -0.04
C 0.32 -2.49 1.79
C 0.76 5.87 0.92
C 1.80 -0.92 0.44
C 1.80 0.53 0.13
C -0.04 0.11 1.32
C -0.27 5.18 0.05
C -1.81 -3.24 0.44
C -0.93 3.97 0.65
C -1.59 -3.79 -2.03
C -1.19 -2.81 1.79
B 2.94 -1.88 -0.07
H -1.41 4.22 1.60
H -2.16 -4.27 0.52
H 0.16 4.94 -0.93
H 1.77 5.49 0.79
H -1.32 -2.17 -3.45
H -0.77 -2.06 -1.05
H -1.41 -4.86 -1.99
H 4.69 -2.62 0.28
H -1.46 -3.76 -4.20
H -1.33 -3.62 2.51
H 0.04 -3.59 -0.66
H 0.87 -3.29 1.31
H -0.19 3.19 0.82
H -2.67 -3.61 -1.98
H -1.74 -1.96 2.20
H 0.48 5.84 1.97
H -1.70 3.59 -0.02
H 0.65 -2.47 2.84
H 0.04 -3.30 -3.37
H 2.77 -3.56 -1.15
H -2.69 -2.61 0.26
```

The value obtained for the LUMO energy is -0.902 eV. Its total energy is -1172.97173 a.u. Its charge is 0. For the molar mass, the calculation gives 328.1 Da. Its SMILES is CCCCCCC1=C(B(O)O)C(=O)OC1=O.C[C@@H]1COC(=O)O1.

***

# 5
The following is a quantum chemistry calculation of a single C14H21BrN2O2 molecule, from OMol25.

Geometry as XYZ:
```
40
Properties=species:S:1:pos:R:3
Br -4.57 1.15 0.00
O 0.39 -2.67 0.00
O -2.17 -0.18 0.00
N 0.54 -0.41 0.00
N 4.47 1.03 0.00
C -1.61 -1.42 0.00
C 4.02 0.50 -1.27
C 4.65 -0.85 -1.66
C 2.49 0.39 1.25
C -3.50 -0.37 0.00
C -2.58 -2.38 0.00
C 2.49 0.39 -1.24
C 1.99 -0.34 0.00
C 4.65 -0.86 1.66
C -3.82 -1.70 0.00
C 4.02 0.49 1.27
C 4.42 1.53 2.33
C 4.42 1.53 -2.33
C -0.14 -1.57 0.00
H 4.45 -1.07 2.71
H 5.73 -0.82 1.52
H 4.08 2.52 -2.03
H 5.73 -0.82 -1.52
H 2.32 -1.38 0.00
H 3.99 1.28 3.30
H -4.80 -2.12 0.00
H 5.51 1.55 2.44
H 4.25 -1.68 1.08
H 5.50 1.56 -2.44
H 4.25 -1.68 -1.08
H 2.07 1.40 -1.24
H -2.42 -3.43 0.00
H 4.08 2.52 2.04
H 5.48 1.12 0.00
H 4.45 -1.06 -2.71
H 0.03 0.46 0.00
H 2.14 -0.12 -2.14
H 3.99 1.28 -3.30
H 2.14 -0.13 2.14
H 2.07 1.40 1.25
```

The value obtained for the LUMO energy is 0.645 eV. Its total energy is -3380.09306 a.u. Its charge is 0. For the molar mass, the calculation gives 329.2 Da. Its SMILES is CC1(C)CC(NC(=O)c2ccc(Br)o2)CC(C)(C)N1.

***

# 6
The following is a quantum chemistry calculation of a molecular structure, C14H21CaO13, from OMol25.

Geometry as XYZ:
```
49
Properties=species:S:1:pos:R:3
Ca 0.02 0.15 -1.06
O 0.91 -1.54 1.15
O -0.23 -0.78 -3.45
O 1.51 -0.23 2.87
O -1.94 1.29 -2.30
O -2.02 1.21 1.53
O 1.02 -1.85 -2.10
O 1.65 1.50 -2.22
O 1.35 -2.46 3.15
O -1.95 -1.09 -0.49
O 0.40 2.29 -3.85
O -3.77 1.84 -1.18
O 0.02 1.46 0.83
O -3.99 -1.17 -1.19
C 2.53 3.23 -3.66
C 1.33 -1.44 2.30
C -2.83 -1.69 -1.16
C 0.51 -1.76 -3.21
C 1.44 2.30 -3.20
C -2.55 -3.06 -1.74
C 0.58 -2.93 -4.17
C -0.73 2.61 2.87
C -2.09 3.57 -1.45
C -2.61 2.09 -1.56
C -0.89 1.70 1.70
C 1.74 -0.47 4.36
C 1.37 -1.95 4.50
C 2.30 -2.72 5.42
H 2.60 3.49 -4.72
H 2.57 -2.17 6.32
H -2.26 4.14 -2.36
H -1.68 -3.11 -2.39
H -2.42 -3.63 -0.82
H -0.27 -3.19 -4.81
H 0.35 -1.95 4.87
H -1.32 3.52 2.85
H 0.29 2.94 3.09
H 2.76 -0.17 4.62
H -2.66 3.95 -0.60
H 1.51 -2.92 -4.73
H 2.34 4.02 -2.94
H -1.01 3.49 -1.35
H 2.00 -3.73 5.70
H -3.51 -3.32 -2.18
H 3.56 2.95 -3.43
H 0.69 -3.90 -3.68
H 3.32 -2.85 5.07
H 1.14 0.18 4.99
H -1.08 2.15 3.80
```

The value obtained for the LUMO energy is 5.229 eV. Its total energy is -2201.83622 a.u. Its charge is -3. The energy above the lowest of the compared OMol25 structures with the same formula, charge and spin is 235.4 kJ/mol. For the molar mass, the calculation gives 437.4 Da.

***

# 7
The following is a quantum chemistry calculation of a molecular structure, C14H21ClN2O4S, from OMol25.

Geometry as XYZ:
```
43
Properties=species:S:1:pos:R:3
Cl 2.05 3.38 -1.71
S -2.01 -1.28 0.00
O -2.93 -0.67 0.91
O 1.13 1.12 -3.25
O -1.17 1.08 1.79
O -2.08 -1.86 -1.27
N 1.50 -1.90 1.81
N -1.00 -2.31 0.87
C -0.29 0.15 -1.58
C 0.66 2.33 -1.24
C -1.22 2.41 2.58
C -0.75 1.29 0.43
C 0.59 1.06 -2.17
C -0.82 -2.05 2.24
C 1.96 -0.74 1.91
C 0.00 2.22 -0.04
C 1.16 -2.16 0.41
C -0.96 0.02 -0.57
C 0.52 -2.40 2.82
C 0.08 -3.05 0.23
C 0.76 0.09 -4.35
C 3.33 -0.35 1.61
H 3.38 -0.59 0.55
H -1.80 2.28 3.43
H -1.54 3.26 2.11
H 3.73 0.57 1.80
H -0.08 2.47 2.78
H 1.25 0.42 1.66
H -0.25 -3.00 -0.76
H 1.41 -1.20 -0.07
H 0.65 -2.06 3.66
H 1.15 -0.81 -3.82
H 0.53 -3.49 2.75
H -1.55 -2.46 3.10
H 1.57 0.40 -5.00
H 1.97 -0.31 3.08
H -0.47 -0.73 -2.23
H -0.25 0.19 -4.50
H 0.31 3.28 0.72
H 1.95 -2.93 0.19
H -0.14 -3.84 0.78
H -0.94 -1.04 2.42
H 4.11 -1.20 2.14
```

The value obtained for the LUMO energy is 0.398 eV. Its total energy is -1814.38763 a.u. Its charge is 0. The energy above the lowest of the compared OMol25 structures with the same formula, charge and spin is 1406.7 kJ/mol. For the molar mass, the calculation gives 348.9 Da.

***

# 8
The following is a quantum chemistry calculation of 2 unconnected molecules or ions with the total composition C14H21F12NO5PS, from OMol25.

Geometry as XYZ:
```
55
Properties=species:S:1:pos:R:3
S 2.12 -2.92 -0.51
P 3.62 0.11 0.41
F 3.14 -4.91 0.80
F -1.91 2.02 -0.45
F -0.15 -1.49 -2.63
F 1.89 1.12 -1.65
F 0.04 1.62 -2.63
F 3.04 -5.25 -1.37
F -2.30 0.03 0.16
F 0.67 -0.15 -4.12
F 0.35 1.35 0.27
F 4.60 -3.93 -0.55
F 0.03 -0.75 -0.10
F -2.19 0.43 -1.94
O 4.53 -0.63 1.56
O -5.13 2.87 2.46
O 2.09 -2.36 0.80
O -6.34 0.48 3.66
O 0.93 -3.44 -1.07
N 3.21 -0.27 -3.44
C -6.51 2.71 2.72
C 4.56 1.68 0.21
C 3.33 -4.36 -0.41
C -4.66 2.05 1.41
C -0.15 0.47 -0.61
C -5.08 0.18 4.23
C -1.69 0.77 -0.75
C 0.82 -0.60 -2.83
C 2.97 -1.84 -1.69
C -6.77 1.81 3.91
C 4.03 -0.84 -1.16
C 2.20 -1.25 -2.87
C 4.32 -0.03 -2.43
C 0.65 0.66 -1.93
H 5.31 1.71 0.99
H -5.04 1.03 1.50
H 4.84 -1.51 -0.90
H 2.11 -2.02 -3.62
H -5.17 0.00 5.30
H -7.03 2.33 1.84
H 5.10 1.76 -0.73
H 4.41 1.03 -2.27
H 5.29 -0.36 -2.79
H 2.79 0.63 -3.64
H -4.71 -0.73 3.76
H 4.64 -1.57 1.38
H -6.28 2.21 4.80
H -6.91 3.71 2.95
H 3.64 -0.70 -4.25
H 3.90 2.52 0.34
H -4.35 0.98 4.05
H -7.84 1.77 4.10
H -4.96 2.47 0.45
H -3.57 2.01 1.46
H 3.59 -2.59 -2.19
```

The value obtained for the LUMO energy is -3.845 eV. Its total energy is -2914.60174 a.u. Its charge is +1. The energy above the lowest of the compared OMol25 structures with the same formula, charge and spin is 0.0 kJ/mol. For the molar mass, the calculation gives 574.3 Da.

***

# 9
The following is a quantum chemistry calculation of a molecular structure, C14H21IN3O9P2PtSe, from OMol25.

Geometry as XYZ:
```
52
Properties=species:S:1:pos:R:3
Pt -0.36 0.34 -0.24
I -0.99 -1.82 1.08
Se -1.83 -0.27 -2.00
P 2.52 1.07 0.78
P 1.22 3.08 -1.09
O 3.37 -0.21 0.68
O 1.78 -2.57 -2.74
O 1.06 3.94 0.27
O 1.08 0.87 1.20
O 1.54 4.00 -2.21
O 3.24 2.01 1.83
O 3.62 -3.46 -4.27
O 2.25 -1.84 -0.70
O 0.01 2.17 -1.15
N -4.01 0.77 -0.38
N -4.20 -1.34 -0.78
N 3.86 2.89 -0.64
C 2.68 2.00 -0.79
C 2.81 1.08 -2.01
C -3.88 -2.69 -1.20
C -3.42 -0.27 -1.00
C 4.45 -3.30 -3.24
C 4.02 -2.78 -2.00
C 6.69 -3.51 -2.36
C 5.79 -3.66 -3.40
C -5.28 -0.98 0.00
C 2.58 -2.37 -1.80
C -3.51 2.14 -0.37
C -5.16 0.34 0.25
C 4.95 -2.65 -0.97
C 6.27 -3.01 -1.13
H 2.92 1.70 -2.91
H 6.10 -4.05 -4.36
H -2.80 -2.81 -1.18
H -6.02 -1.69 0.31
H 2.92 -1.02 0.08
H 7.73 -3.79 -2.51
H -5.77 1.01 0.83
H 3.68 2.71 1.30
H 4.61 -2.26 -0.02
H -4.25 -2.88 -2.21
H -2.44 2.13 -0.20
H -4.34 -3.39 -0.50
H 4.69 2.36 -0.90
H 3.69 0.44 -1.91
H -3.71 2.61 -1.33
H 2.72 -3.13 -3.92
H 1.94 0.44 -2.14
H -4.01 2.68 0.43
H 1.36 4.84 0.09
H 3.77 3.65 -1.31
H 6.98 -2.90 -0.32
```

The value obtained for the LUMO energy is 2.214 eV. Its total energy is -4889.10673 a.u. Its charge is -1. The energy above the lowest of the compared OMol25 structures with the same formula, charge and spin is 0.0 kJ/mol. For the molar mass, the calculation gives 838.2 Da.

***

# 10
The following is a quantum chemistry calculation of a molecular structure, C14H21IrN5O6S3, from OMol25.

Geometry as XYZ:
```
50
Properties=species:S:1:pos:R:3
Ir -0.13 -0.25 -0.25
S 3.02 -1.40 -0.66
S 2.81 1.98 -0.13
S 0.50 -0.64 -2.91
O 1.73 -1.27 0.11
O 3.57 -0.06 -1.01
O 1.05 0.43 -2.03
O 0.07 -0.21 -4.18
O 3.99 -2.17 0.04
O -0.53 -1.31 -2.04
N -1.37 1.56 -0.37
N 4.61 2.14 -2.08
N 3.19 3.97 -1.80
N 0.24 0.81 1.72
N -1.25 -1.43 1.19
C 1.72 -1.90 -3.14
C 5.32 2.77 -3.03
C 3.26 -4.16 -3.54
C -1.60 2.20 0.93
C -0.21 -0.04 2.83
C 1.58 -2.63 -4.32
C 2.36 -3.76 -4.51
C 2.65 -2.28 -2.17
C 3.57 2.76 -1.45
C -1.47 -0.76 2.47
C 3.87 4.60 -2.75
C 4.98 4.04 -3.39
C -0.30 2.17 1.68
C 3.43 -3.41 -2.38
H -1.94 3.23 0.83
H 0.42 2.80 1.17
H 4.14 -3.69 -1.62
H -0.61 -2.22 1.31
H 2.25 -4.33 -5.43
H -1.71 -1.47 3.27
H 0.87 -2.30 -5.06
H 3.86 -5.05 -3.69
H -2.31 -0.09 2.37
H 5.54 4.58 -4.14
H -0.45 2.57 2.69
H -0.79 2.16 -0.96
H 3.51 5.59 -3.02
H 0.58 -0.77 3.03
H 1.25 0.86 1.76
H 6.14 2.23 -3.48
H -2.12 -1.80 0.81
H -2.24 1.41 -0.87
H -0.36 0.55 3.74
H -2.39 1.65 1.44
H 4.77 1.18 -1.81
```

The value obtained for the LUMO energy (alpha / beta) is -6.525 / -7.581 eV. Its total energy is -2569.65055 a.u. As for the multiplicity: 2. Its charge is +2. The energy above the lowest of the compared OMol25 structures with the same formula, charge and spin is 65.9 kJ/mol. For the molar mass, the calculation gives 643.8 Da.